1.
ORCA calculation (ωB97M-V/def2-TZVPD) on the molecule C6H11N.

The geometry in XYZ format:
```
18
C6H11N, DFT ωB97M-V/def2-TZVPD
C -2.64 -0.97 0.26
N -2.24 0.22 -0.49
C -1.13 0.93 0.16
C 3.61 0.03 -0.54
C 2.47 -0.46 -0.09
C 1.31 0.33 0.43
C 0.19 0.38 -0.29
H -3.22 -1.62 -0.38
H -3.26 -0.75 1.14
H -1.74 -1.48 0.60
H -3.02 0.85 -0.59
H -1.23 0.81 1.24
H -1.23 2.00 -0.03
H 3.79 1.10 -0.61
H 4.40 -0.61 -0.89
H 2.28 -1.52 -0.08
H 1.38 0.77 1.42
H 0.26 -0.02 -1.29
```

Results
SMILES: C=C/C=C/CNC
M, g/mol: 97.2
Calculated total energy, Ha: -289.90117
Lowest unoccupied orbital energy, eV: 1.1

---

2.
ORCA calculation (ωB97M-V/def2-TZVPD) on a cluster of 2 separate species, C6H11N in total.

The geometry in XYZ format:
```
18
C6H11N, DFT ωB97M-V/def2-TZVPD
C -0.29 1.62 -1.62
C 0.01 1.35 -0.15
C 0.26 -0.12 0.20
C -0.67 -1.51 2.78
C 1.42 -0.77 -0.55
C -0.97 -0.92 0.03
N -1.93 -1.56 -0.07
H 0.56 1.36 -2.26
H -0.51 2.68 -1.77
H -1.16 1.05 -1.96
H -0.81 1.72 0.47
H 0.91 1.91 0.17
H -1.73 -1.23 2.99
H -0.74 -2.60 2.63
H 0.47 -0.18 1.28
H 1.58 -1.80 -0.20
H 1.25 -0.80 -1.62
H 2.34 -0.21 -0.34
```

Results
M, g/mol: 97.2
Calculated total energy, Ha: -289.79577
Lowest unoccupied orbital energy (alpha / beta), eV: -0.9 / -0.9

---

3.
ORCA calculation (ωB97M-V/def2-TZVPD) on a structure of composition C6H11N.

The geometry in XYZ format:
```
18
C6H11N, DFT ωB97M-V/def2-TZVPD
C 1.11 -1.12 -0.12
C -1.38 1.80 0.81
C 1.81 -0.09 -0.97
C -1.06 0.38 0.45
C -1.16 -0.94 -1.47
C -0.12 -0.44 1.16
N -1.60 -0.18 -0.60
H -1.79 -1.70 -1.93
H 1.75 -1.43 0.71
H 0.87 -2.05 -0.62
H -2.24 1.85 1.49
H -1.62 2.38 -0.08
H -0.54 2.27 1.32
H -0.50 -1.40 1.49
H 0.45 0.08 1.93
H 2.86 -0.34 -1.14
H 1.80 0.90 -0.51
H 1.34 0.03 -1.94
```

Results
M, g/mol: 97.2
Calculated total energy, Ha: -289.81442
Lowest unoccupied orbital energy (alpha / beta), eV: 0.7 / 0.7

---

4.
ORCA calculation (ωB97M-V/def2-TZVPD) on a structure of composition C6H11N.

The geometry in XYZ format:
```
18
C6H11N, DFT ωB97M-V/def2-TZVPD
C 0.88 2.23 -0.57
C 0.81 1.11 0.43
N 1.82 0.75 1.09
H 1.61 0.01 1.77
H 0.11 -0.20 -0.42
H 1.73 2.89 -0.37
H -0.04 2.82 -0.53
H 0.96 1.83 -1.58
C -0.04 -2.43 -0.37
C -0.71 -1.09 -0.68
C -1.81 0.30 1.04
C -1.71 -0.63 0.20
H -0.98 -0.99 -1.73
H -0.74 -3.25 -0.53
H 0.82 -2.58 -1.02
H 0.29 -2.46 0.66
H -0.51 0.90 0.92
H -2.49 0.79 1.70
```

Results
M, g/mol: 97.2
Calculated total energy, Ha: -289.78867
Lowest unoccupied orbital energy, eV: 0.5

---

5.
ORCA calculation (ωB97M-V/def2-TZVPD) on the molecule C6H11N.

The geometry in XYZ format:
```
18
C6H11N, DFT ωB97M-V/def2-TZVPD
C 1.60 -1.79 -1.10
C 0.35 -1.31 -0.38
C 0.47 0.13 0.11
C -0.85 0.65 0.71
C -0.80 2.13 1.10
C -1.94 0.44 -0.26
N -2.77 0.27 -1.06
H 1.48 -2.82 -1.44
H 1.80 -1.16 -1.98
H 2.47 -1.73 -0.44
H -0.51 -1.38 -1.05
H 0.12 -1.96 0.47
H 1.25 0.21 0.88
H 0.77 0.79 -0.72
H -1.09 0.05 1.59
H -0.03 2.29 1.86
H -0.57 2.74 0.22
H -1.77 2.45 1.49
```

Results
SMILES: CCC[C@@H](C)C#N
M, g/mol: 97.2
Calculated total energy, Ha: -289.96941
Lowest unoccupied orbital energy, eV: 0.9

---

6.
ORCA calculation (ωB97M-V/def2-TZVPD) on the molecule C6H11N.

The geometry in XYZ format:
```
18
C6H11N, DFT ωB97M-V/def2-TZVPD
C -1.49 1.78 -0.69
C -0.54 1.28 0.42
N -0.11 -2.04 -1.31
C 0.06 -0.69 -1.14
C -0.13 -0.13 0.16
C 0.69 -0.85 1.24
C 1.99 -0.61 1.74
H -1.00 1.89 -1.71
H -2.24 1.00 -1.01
H -2.00 2.68 -0.72
H 0.22 2.09 0.30
H -1.07 1.40 1.26
H 0.72 -2.41 -1.79
H -0.25 -2.43 -0.36
H -0.01 0.00 -2.00
H 0.08 -1.61 1.89
H 2.35 -1.09 2.66
H 2.73 -0.25 1.06
```

Results
SMILES: C=C/C(=C\N)CC
M, g/mol: 97.2
Calculated total energy, Ha: -289.83787
Lowest unoccupied orbital energy, eV: 1.0

---

7.
ORCA calculation (ωB97M-V/def2-TZVPD) on the molecule C6H11N.

The geometry in XYZ format:
```
18
C6H11N, DFT ωB97M-V/def2-TZVPD
C -1.40 0.08 0.85
C -0.59 -1.03 0.07
C 0.64 -0.50 -0.58
C 0.79 -0.50 -1.90
C 1.98 0.98 0.83
C 1.81 -0.23 0.28
N -2.17 0.85 -0.10
H -1.99 -0.42 1.61
H -0.62 0.64 1.36
H -1.28 -1.48 -0.65
H -0.33 -1.82 0.78
H -0.04 -0.78 -2.55
H 1.71 -0.26 -2.41
H 2.84 1.23 1.45
H 1.29 1.80 0.64
H 2.62 -0.92 0.45
H -2.16 1.84 0.02
H -3.12 0.53 -0.15
```

Results
SMILES: C=CC(=C)CCN
M, g/mol: 97.2
Calculated total energy, Ha: -289.91051
Lowest unoccupied orbital energy, eV: 1.1

---

8.
ORCA calculation (ωB97M-V/def2-TZVPD) on the molecule C6H11N.

The geometry in XYZ format:
```
18
C6H11N, DFT ωB97M-V/def2-TZVPD
C 1.70 -1.37 -1.00
C 0.36 -1.20 -0.25
C -0.47 0.00 -0.63
C -0.36 1.04 0.52
C -1.61 1.92 0.61
C 0.05 0.29 1.79
N 0.48 -0.85 1.34
H 2.34 -2.14 -0.55
H 1.56 -1.67 -2.06
H 2.26 -0.43 -1.01
H -0.20 -2.16 -0.34
H 0.88 -1.70 1.66
H -0.14 0.45 -1.56
H -1.52 -0.30 -0.73
H 0.50 1.70 0.34
H -1.75 2.47 -0.33
H -2.51 1.31 0.77
H -1.54 2.64 1.43
```

Results
M, g/mol: 97.2
Calculated total energy, Ha: -289.89103
Lowest unoccupied orbital energy, eV: 0.9

---

9.
ORCA calculation (ωB97M-V/def2-TZVPD) on the molecule C6H11N.

The geometry in XYZ format:
```
18
C6H11N, DFT ωB97M-V/def2-TZVPD
C 1.04 1.74 0.41
N 1.13 0.75 -2.59
C 0.74 -0.02 -1.43
C 0.55 0.38 -0.20
C -0.13 -0.52 0.79
C -1.39 -0.90 0.85
C -2.01 -1.66 2.07
H 2.17 1.82 0.73
H 0.50 2.02 1.29
H 0.86 2.56 -0.29
H 1.79 0.38 -3.23
H 1.32 1.66 -2.40
H 0.35 -0.99 -1.68
H 0.62 -0.73 1.46
H -2.09 -0.74 0.07
H -1.13 -2.25 2.50
H -2.76 -2.27 1.80
H -2.28 -0.92 2.91
```

Results
SMILES: C/C=C/C(C)=C/N
M, g/mol: 97.2
Calculated total energy, Ha: -289.89323
Lowest unoccupied orbital energy, eV: 1.0

---

10.
ORCA calculation (ωB97M-V/def2-TZVPD) on the molecule C6H11N.

The geometry in XYZ format:
```
18
C6H11N, DFT ωB97M-V/def2-TZVPD
C -2.90 -0.69 1.57
C -1.65 -0.42 1.16
N -0.53 0.04 1.82
C 0.61 0.59 1.06
C 1.94 -0.04 -2.50
C 1.09 0.58 -1.39
C 0.78 -0.10 -0.27
H -3.22 -0.73 2.61
H -3.56 -0.96 0.76
H -1.53 -0.67 0.11
H -0.81 0.41 2.71
H 1.57 0.49 1.56
H 0.45 1.67 0.89
H 2.85 -0.38 -2.03
H 1.98 0.63 -3.37
H 1.39 -0.86 -2.98
H 0.86 1.64 -1.42
H 0.70 -1.18 -0.30
```

Results
SMILES: C=CNC/C=C/C
M, g/mol: 97.2
Calculated total energy, Ha: -289.89162
Lowest unoccupied orbital energy, eV: 1.1

---

11.
ORCA calculation (ωB97M-V/def2-TZVPD) on the molecule C6H11N.

The geometry in XYZ format:
```
18
C6H11N, DFT ωB97M-V/def2-TZVPD
C -2.11 -0.37 0.42
C -0.86 -0.07 -0.56
C -0.25 1.29 -0.56
C 0.99 1.19 0.47
C 1.10 -0.28 0.69
C 1.39 -1.00 -0.46
H -1.94 -0.50 1.45
H -2.81 0.42 0.20
H -2.63 -1.29 0.07
H -1.08 -0.31 -1.62
H -0.87 2.04 -0.02
H 0.00 1.76 -1.43
H 1.92 1.57 0.10
H 0.69 1.67 1.43
H 1.12 -0.73 1.60
H 1.59 -0.57 -1.40
H 1.96 -1.91 -0.42
N 0.07 -0.96 0.02
```

Results
SMILES: C[C@H]1CC[C@@H]2CN21
M, g/mol: 97.2
Calculated total energy, Ha: -289.87507
Lowest unoccupied orbital energy, eV: 1.2

---

12.
ORCA calculation (ωB97M-V/def2-TZVPD) on the molecule C6H11N.

The geometry in XYZ format:
```
18
C6H11N, DFT ωB97M-V/def2-TZVPD
C 1.46 0.49 -0.80
C -2.39 0.28 0.39
C 2.16 1.03 0.41
C -0.98 0.01 -0.05
C -0.32 -1.14 0.25
C -0.36 -2.45 0.16
N -0.25 0.92 -0.69
H -0.71 1.81 -0.90
H 1.66 1.09 -1.69
H 1.69 -0.54 -1.04
H -2.43 0.34 1.48
H -2.78 1.22 -0.01
H -3.05 -0.54 0.08
H -1.29 -2.99 0.02
H 0.55 -3.04 0.24
H 2.11 0.33 1.25
H 3.22 1.21 0.18
H 1.73 1.98 0.74
```

Results
SMILES: C=C=C(C)NCC
M, g/mol: 97.2
Calculated total energy, Ha: -289.80973
Lowest unoccupied orbital energy (alpha / beta), eV: 1.0 / 1.0